The following is a quantum chemistry calculation of a 11-piece molecular cluster, C33H66O33 overall at a distorted geometry, from the Open Molecules 2025 dataset.

```
132
Properties=species:S:1:pos:R:3:forces:R:3:mulliken_charge:R:1
C 5.804331 -12.794332 25.670505 1.55 -0.77 0.90 -0.21
O 4.988073 -11.789042 25.130142 -0.56 0.35 0.46 -0.40
C 5.385577 -11.206588 24.013617 0.45 -0.02 -0.49 0.83
O 6.276104 -11.593926 23.296775 0.26 0.01 -0.14 -0.40
O 4.637685 -10.142183 23.803923 -0.88 0.42 0.92 -0.45
C 4.883605 -9.311501 22.685368 0.85 -0.14 -0.67 -0.41
H 6.126742 -13.544394 24.949303 -0.48 -0.05 -0.10 0.08
H 5.340752 -13.224282 26.556346 -0.70 -0.14 -0.49 0.38
H 6.738243 -12.430395 26.115805 -0.07 0.64 -0.49 0.01
H 5.863411 -8.833687 22.765420 0.11 -0.23 0.03 0.27
H 4.160046 -8.503057 22.653020 -0.36 -0.36 0.19 0.26
H 4.837270 -9.918743 21.781602 -0.05 0.36 0.04 0.05
C 8.198519 -13.540099 14.723695 -0.62 1.31 -0.36 -0.58
O 7.523498 -14.634090 14.123530 -0.01 -0.73 1.85 -0.20
C 7.416146 -14.721791 12.838913 0.04 0.21 -2.53 0.75
O 7.825507 -13.946434 12.006551 0.09 0.33 0.36 -0.60
O 6.777107 -15.846800 12.515665 -0.04 -1.24 1.28 -0.27
C 6.326521 -16.038890 11.194769 -0.96 1.77 -0.63 -0.69
H 9.118558 -13.277588 14.209096 0.21 -0.36 0.13 0.34
H 8.289552 -13.713456 15.789219 0.36 -0.58 -0.06 0.10
H 7.562717 -12.651428 14.668768 -0.07 -0.03 -0.26 0.31
H 7.093341 -15.843766 10.448202 0.15 -0.33 0.09 0.32
H 5.544422 -15.283566 11.044214 0.14 0.09 -0.30 0.26
H 5.785664 -16.969677 11.053851 0.67 -0.44 0.51 0.26
C 9.450227 -12.363526 28.472207 -0.89 -0.11 -0.44 -0.70
O 10.063205 -12.752506 27.248431 0.38 0.41 0.58 -0.25
C 9.582017 -13.766463 26.550837 0.44 -0.33 -0.79 0.81
O 8.640481 -14.473405 26.783253 -0.21 0.13 0.26 -0.66
O 10.399474 -13.843970 25.499763 0.10 0.08 -0.31 -0.23
C 10.231943 -14.869618 24.537113 -0.23 -0.29 -1.31 -0.43
H 9.691100 -13.032406 29.297012 0.30 0.05 -0.07 0.31
H 8.366985 -12.383401 28.334477 0.01 0.16 0.14 0.26
H 9.792208 -11.342828 28.618191 -0.01 -0.08 0.34 0.21
H 9.508005 -14.639775 23.746388 -0.54 0.33 0.58 0.00
H 9.964780 -15.836757 24.953556 0.20 0.03 0.20 0.54
H 11.135301 -14.897269 23.927730 0.42 -0.26 0.66 0.05
C 7.047834 -16.355786 23.698975 -1.48 -0.37 0.04 -0.57
O 8.049634 -17.346239 23.732637 1.23 0.82 0.40 -0.20
C 7.834832 -18.583148 23.320602 -0.21 0.30 0.84 0.79
O 6.765584 -19.027792 23.018307 -0.24 -0.60 -0.66 -0.61
O 9.000401 -19.213180 23.443003 0.31 -0.02 -0.10 -0.32
C 9.107186 -20.518019 22.881142 0.41 -0.16 0.12 -0.43
H 7.089786 -15.820758 22.751211 0.06 0.13 0.11 0.19
H 7.122740 -15.700775 24.565366 0.69 0.04 -0.12 0.01
H 6.061604 -16.814776 23.819204 0.05 -0.11 -0.34 0.48
H 8.407801 -21.200680 23.360984 -0.36 0.07 -0.49 0.34
H 10.099555 -20.897817 23.124490 0.07 0.34 0.13 0.26
H 9.063344 -20.428314 21.797586 -0.51 -0.40 0.02 0.08
C 7.225768 -16.279160 18.927693 0.07 0.57 -1.02 -0.23
O 7.656918 -15.603084 20.094708 -0.06 -0.69 0.94 -0.05
C 7.920709 -14.297605 20.057564 0.49 -0.72 0.03 0.39
O 7.709462 -13.548701 19.150969 -0.32 0.44 -0.50 -0.63
O 8.533375 -14.004467 21.199356 -0.11 0.17 0.30 0.22
C 8.661912 -12.609138 21.467746 0.16 0.64 0.25 0.53
H 7.730745 -17.238510 18.823782 0.22 0.12 0.27 -0.21
H 7.496898 -15.624595 18.099282 -0.24 -0.33 -0.35 0.24
H 6.153461 -16.475834 18.911892 -0.03 0.28 0.28 0.24
H 9.533989 -12.163137 20.988433 -0.06 -0.22 -0.30 0.35
H 8.806129 -12.488406 22.537947 -0.16 -0.25 0.04 -0.39
H 7.763842 -12.077086 21.166601 0.03 -0.02 0.04 -0.50
C 5.764376 -10.561743 19.151088 -0.67 0.39 -0.24 -0.21
O 4.560166 -11.188242 18.664185 0.04 0.16 -0.38 -0.23
C 3.427976 -10.714661 19.185885 0.13 -0.82 0.62 0.75
O 3.334929 -9.830385 19.995085 -0.09 0.41 -0.17 -0.58
O 2.432668 -11.484928 18.760133 -0.02 -0.12 -0.56 -0.25
C 1.111825 -11.147027 19.206740 0.30 0.54 -0.82 -0.72
H 5.601227 -9.485458 19.187305 0.05 0.00 0.27 0.40
H 6.541833 -10.742744 18.417708 0.06 -0.46 0.18 0.22
H 5.948625 -10.969939 20.141060 0.45 0.09 -0.05 -0.21
H 0.437964 -11.579767 18.470492 0.01 -0.53 0.35 0.24
H 0.964223 -10.074271 19.077343 0.07 0.05 0.64 0.32
H 0.990959 -11.509746 20.222411 -0.34 0.17 0.00 0.29
C 3.813752 -14.271693 16.722883 0.35 -0.35 1.09 -0.49
O 3.905524 -14.480846 15.318875 -0.33 0.34 0.37 -0.25
C 3.126634 -15.428844 14.824746 -0.02 -0.32 -1.24 0.75
O 2.401151 -16.186185 15.400682 -0.21 -0.12 0.46 -0.57
O 3.306941 -15.392748 13.497540 0.96 1.12 -0.94 -0.30
C 2.607874 -16.252328 12.631228 -1.70 -1.85 1.78 -0.76
H 4.472886 -14.977232 17.234306 0.21 0.11 -0.10 0.16
H 2.839059 -14.449106 17.176913 -0.28 0.07 -0.62 0.37
H 4.122151 -13.256479 16.952101 0.09 0.02 -0.24 0.19
H 1.547619 -15.991164 12.569910 0.15 0.55 -0.31 0.33
H 2.533199 -17.210651 13.161314 0.24 -0.21 -0.38 0.35
H 3.019931 -16.431806 11.646291 0.61 0.70 0.14 0.24
C 6.580239 -8.757289 28.802150 -0.64 -0.23 1.00 -0.81
O 6.953920 -9.673331 27.780934 -0.56 -0.40 0.40 -0.20
C 7.922751 -9.297666 26.982087 1.24 0.98 -1.06 0.54
O 8.505044 -8.239171 27.005979 -0.11 -0.14 0.19 -0.59
O 8.155468 -10.263345 26.101063 -0.63 -1.29 0.23 0.10
C 9.104137 -10.095899 25.060319 0.70 1.11 -0.04 -0.23
H 6.458396 -7.732665 28.467508 0.24 -0.03 -0.25 0.32
H 7.241185 -8.817171 29.667747 0.46 0.17 -0.32 0.31
H 5.630966 -9.121570 29.195762 -0.11 0.01 -0.36 0.25
H 8.975770 -9.099025 24.636804 -0.07 -0.14 -0.29 0.50
H 8.987447 -10.879345 24.318660 -0.45 -0.02 0.14 -0.24
H 10.134892 -10.133437 25.411829 -0.13 -0.12 0.34 0.14
C 10.771430 -17.460139 20.060516 -0.14 -0.56 -1.19 -0.45
O 11.466191 -17.118256 21.234179 -0.59 0.45 0.83 -0.16
C 12.786355 -17.047964 21.220799 0.30 -0.70 -0.67 0.64
O 13.494203 -17.482451 20.347750 0.09 0.15 -0.07 -0.62
O 13.178131 -16.449787 22.332556 -0.30 0.13 0.54 -0.19
C 14.569130 -16.278246 22.565558 0.63 0.54 -0.36 -0.74
H 10.717365 -18.530271 19.855225 0.31 -0.05 0.60 0.27
H 11.244776 -17.041682 19.169657 -0.04 0.32 0.15 0.55
H 9.740961 -17.127322 20.157133 0.15 0.35 0.21 -0.24
H 15.136626 -16.334179 21.637373 -0.13 -0.18 -0.04 0.38
H 14.964137 -17.004355 23.273313 -0.27 -0.10 0.02 0.28
H 14.687134 -15.268355 22.958279 -0.05 -0.11 0.20 0.18
C 10.838244 -20.528674 18.296151 -0.05 -0.39 -1.02 -0.76
O 9.715700 -20.568000 19.181322 0.82 -0.44 0.42 -0.29
C 8.557136 -20.235410 18.651760 -1.17 0.68 -0.06 0.88
O 8.372127 -19.767254 17.559508 0.20 -0.11 -0.29 -0.60
O 7.606556 -20.432942 19.567714 0.58 -0.68 0.25 -0.25
C 6.246609 -20.224780 19.204790 -0.26 0.38 0.18 -0.71
H 11.692866 -21.000656 18.768386 -0.11 0.27 0.47 0.24
H 11.055017 -19.522417 17.947641 0.05 0.11 0.26 0.34
H 10.626621 -21.117645 17.402620 -0.18 0.01 0.01 0.34
H 6.062251 -20.401980 18.147585 0.17 0.15 -0.01 0.36
H 5.994566 -19.207707 19.508455 -0.20 -0.01 -0.30 0.21
H 5.641966 -20.906186 19.798954 0.19 -0.06 0.05 0.26
C 12.744706 -10.673483 25.834744 0.64 -0.57 -0.10 -0.53
O 12.461498 -10.779608 24.428509 -0.30 0.50 0.43 -0.37
C 12.730963 -11.933213 23.839183 -0.39 -0.45 -0.12 1.01
O 13.423763 -12.822011 24.250378 0.32 -0.01 0.11 -0.58
O 12.037073 -11.955252 22.696359 -0.18 0.33 -0.20 -0.27
C 12.417328 -12.910819 21.713272 0.57 -0.04 -0.14 -0.39
H 12.753816 -9.618501 26.084051 -0.20 0.03 -0.08 0.25
H 13.722742 -11.104769 26.045055 0.06 0.07 -0.04 0.37
H 12.016676 -11.243270 26.409765 -0.20 0.13 -0.05 0.06
H 11.565547 -13.068256 21.058676 -0.08 -0.11 0.17 0.00
H 12.769741 -13.835639 22.166720 -0.24 -0.05 0.02 0.11
H 13.231545 -12.490577 21.118098 0.00 -0.02 0.00 0.40
```
Forces are in eV/Å.

Properties
Calculated total energy: -102857.952 eV
LUMO energy: 0.491 eV
SMILES: COC(=O)OC.COC(=O)OC.COC(=O)OC.COC(=O)OC.COC(=O)OC.COC(=O)OC.COC(=O)OC.COC(=O)OC.COC(=O)OC.COC(=O)OC.COC(=O)OC
HOMO-LUMO gap: 11.01 eV
Energy above the lowest of the compared OMol25 structures with the same formula, charge and spin: 1.219 eV
Spin multiplicity: 1